(1)
{"formula": "C20H60BF4KO10", "method": "ωB97M-V with the def2-TZVPD basis set", "total_charge": 0, "fmax_ev_per_a": 3.52, "e_tot_ha": -2574.85042, "homo_lumo_gap_ev": 8.74, "de_lowest_kj_mol": 0.0, "lumo_ev": 0.0, "species": ["K", "B", "F", "F", "F", "F", "C", "C", "O", "H", "H", "H", "H", "H", "H", "C", "C", "O", "H", "H", "H", "H", "H", "H", "C", "C", "O", "H", "H", "H", "H", "H", "H", "C", "C", "O", "H", "H", "H", "H", "H", "H", "C", "C", "O", "H", "H", "H", "H", "H", "H", "C", "C", "O", "H", "H", "H", "H", "H", "H", "C", "C", "O", "H", "H", "H", "H", "H", "H", "C", "C", "O", "H", "H", "H", "H", "H", "H", "C", "C", "O", "H", "H", "H", "H", "H", "H", "C", "C", "O", "H", "H", "H", "H", "H", "H"], "coordinates": [[0.37382, 0.73813, 0.91435], [-1.62197, -2.31847, 1.63795], [-0.45083, -2.98955, 1.27795], [-1.98724, -2.76799, 2.86890], [-1.38114, -1.00387, 1.66065], [-2.64342, -2.59281, 0.77327], [-4.81486, 1.03348, -0.99601], [-4.75922, 2.48742, -1.45937], [-4.18992, 3.25286, -0.44793], [-5.50794, 0.86274, -0.17226], [-3.84789, 0.66926, -0.64900], [-5.07013, 0.41736, -1.85816], [-5.72397, 2.86979, -1.79274], [-4.05188, 2.53308, -2.28743], [-4.47063, 4.15503, -0.61790], [4.33633, -2.94856, 2.40324], [4.98497, -3.00749, 1.02392], [4.12654, -2.56995, -0.02300], [4.96740, -3.21904, 3.24982], [3.49508, -3.64113, 2.43065], [3.94824, -1.94103, 2.55278], [5.25719, -4.05364, 0.88413], [5.90099, -2.41942, 0.96757], [4.40286, -3.06077, -0.80039], [-0.93693, 1.91803, -3.04000], [-0.61794, 0.57674, -2.40797], [0.74217, 0.54924, -1.94117], [-0.16991, 2.04915, -3.80327], [-0.97737, 2.70328, -2.28511], [-1.91340, 1.85895, -3.52075], [-0.72985, -0.25146, -3.10773], [-1.30702, 0.34510, -1.59579], [1.28283, 0.55793, -2.73440], [-0.02346, 4.28525, 1.12853], [-1.31435, 4.11988, 0.30885], [-1.65458, 2.77321, 0.36463], [0.23702, 5.29682, 0.81715], [0.77278, 3.60795, 0.81972], [-0.18714, 4.25904, 2.20586], [-1.24008, 4.44431, -0.72908], [-2.17951, 4.64028, 0.71969], [-2.55849, 2.74383, 0.04263], [-4.24998, -1.88599, -3.34010], [-3.27115, -2.15864, -2.23031], [-2.18856, -2.60242, -2.93645], [-5.15032, -1.48342, -2.87597], [-4.59515, -2.78231, -3.85542], [-3.84094, -1.10562, -3.98184], [-3.55478, -2.92923, -1.51347], [-3.05504, -1.24305, -1.67978], [-1.55465, -2.96255, -2.31189], [1.21115, -0.78843, 3.78441], [1.48266, 0.46973, 4.53897], [1.25757, 1.55481, 3.64579], [0.14781, -0.91938, 3.58369], [1.41533, -1.57052, 4.51566], [1.83335, -0.97249, 2.90858], [2.49076, 0.35526, 4.93737], [0.83691, 0.52770, 5.41517], [1.32406, 2.37878, 4.13390], [1.35198, -2.99447, -2.15009], [0.86730, -4.26767, -1.51209], [-0.47731, -4.04794, -1.10265], [1.46519, -2.15430, -1.46496], [0.70246, -2.72855, -2.98407], [2.34931, -3.08509, -2.58046], [1.48334, -4.48730, -0.64010], [0.91985, -5.10153, -2.21209], [-0.41492, -3.74740, -0.19304], [-2.71815, -0.02956, 4.40844], [-4.20273, -0.37180, 4.27617], [-4.42096, -0.74654, 2.88088], [-2.45234, 0.28947, 5.41624], [-2.47802, 0.86094, 3.82755], [-2.06448, -0.79125, 3.98340], [-4.80259, 0.49838, 4.54272], [-4.52966, -1.22424, 4.87159], [-4.33098, 0.08296, 2.40607], [3.70757, 2.06240, 0.98294], [4.11969, 0.59906, 0.78143], [3.02969, -0.11510, 0.34043], [2.95846, 2.16120, 1.76854], [3.32781, 2.46348, 0.04324], [4.55162, 2.67005, 1.30917], [4.51922, 0.13596, 1.68366], [4.92142, 0.50809, 0.04859], [3.30518, -1.02640, 0.21689], [3.86151, 1.89692, -2.94261], [3.19067, 1.97563, -4.28893], [2.23994, 0.89920, -4.41802], [3.06484, 1.94150, -2.20002], [4.58987, 2.70566, -2.88337], [4.51646, 1.02773, -2.88218], [3.93057, 1.77911, -5.06482], [2.69372, 2.92958, -4.46530], [2.18829, 0.58658, -5.32422]]}


(2)
{"formula": "C3H4N2OS", "method": "ωB97M-V with the def2-TZVPD basis set", "total_charge": 0, "fmax_ev_per_a": 4.23, "e_tot_ha": -699.54077, "homo_lumo_gap_ev": 7.80, "de_lowest_kj_mol": 344.9, "lumo_ev": -0.8, "species": ["C", "C", "C", "N", "N", "O", "S", "H", "H", "H", "H"], "coordinates": [[0.86926, 1.13859, 2.11092], [-1.04622, -0.63720, 1.68349], [-0.28079, -0.71373, -0.62397], [0.52719, 0.92080, 0.92092], [-0.36454, -0.07005, 0.75305], [0.38322, 0.62529, 3.14192], [-2.06964, -1.45490, 2.49633], [1.69857, 1.80841, 2.07349], [0.72944, -0.44117, -0.93548], [-0.46342, -1.79239, -0.54983], [-1.04282, -0.43214, -1.40289]]}


(3)
{"formula": "C34H42Cl5N5OPbSbSeSi3", "method": "ωB97M-V with the def2-TZVPD basis set", "total_charge": 1, "fmax_ev_per_a": 0.46, "e_tot_ha": -7673.72087, "homo_lumo_gap_ev": 6.65, "de_lowest_kj_mol": 193.8, "lumo_ev": -3.4, "species": ["Pb", "Cl", "C", "C", "C", "Cl", "C", "Cl", "C", "Cl", "C", "Cl", "N", "C", "C", "C", "C", "C", "C", "C", "C", "N", "C", "H", "H", "H", "H", "H", "H", "H", "H", "O", "C", "C", "C", "C", "C", "C", "C", "N", "C", "C", "N", "H", "H", "H", "H", "H", "H", "H", "C", "Si", "C", "C", "Sb", "Si", "C", "C", "C", "Si", "C", "C", "C", "H", "H", "H", "H", "H", "H", "H", "H", "H", "H", "H", "H", "H", "H", "H", "H", "H", "H", "H", "H", "H", "H", "H", "H", "H", "H", "H", "Se", "C", "N"], "coordinates": [[-0.02345, 0.89732, -0.41472], [1.99133, 1.39450, -2.98294], [2.95975, 1.31855, -1.53561], [2.32271, 1.06987, -0.33188], [3.14224, 0.97699, 0.78118], [2.46116, 0.46558, 2.30381], [4.51659, 1.19177, 0.72891], [5.48087, 1.09358, 2.14869], [5.11348, 1.47269, -0.49982], [6.80361, 1.74376, -0.59564], [4.33248, 1.51399, -1.65350], [5.06274, 1.79532, -3.18188], [0.10743, -1.56583, -3.36967], [1.33151, -2.18237, -3.16536], [2.08589, -2.64102, -4.21672], [3.31478, -3.28963, -4.00902], [3.79816, -3.48029, -2.74919], [3.04511, -3.03366, -1.64064], [3.49455, -3.20495, -0.31182], [2.72797, -2.76896, 0.72653], [1.50011, -2.14993, 0.43430], [1.03981, -1.95405, -0.77713], [1.79671, -2.39078, -1.83435], [0.02727, -1.14785, -4.28526], [-0.12128, -0.90087, -2.64852], [1.73237, -2.48580, -5.22753], [3.88038, -3.62768, -4.86580], [4.75041, -3.96226, -2.57921], [4.45350, -3.67750, -0.13934], [3.04620, -2.87538, 1.75344], [0.88052, -1.77644, 1.24456], [-1.42525, -0.35631, 1.65738], [-1.73710, -0.00116, 2.93603], [-2.61560, -0.76951, 3.70488], [-2.94988, -0.44616, 5.00371], [-2.41156, 0.68842, 5.58073], [-1.56104, 1.47002, 4.82834], [-1.19662, 1.16520, 3.50962], [-0.33184, 2.13521, 2.82407], [-0.06458, 2.29675, 1.53768], [0.73669, 3.40939, 1.42549], [0.97231, 3.92133, 2.65529], [0.29350, 3.11389, 3.52337], [-3.06973, -1.64737, 3.27193], [-3.63390, -1.07706, 5.55470], [-2.66398, 0.97471, 6.59079], [-1.20449, 2.37968, 5.28710], [1.07882, 3.75739, 0.46843], [1.54724, 4.76679, 2.98163], [0.29696, 3.22030, 4.52149], [-1.65312, -4.02638, -2.28011], [-2.77219, -2.60203, -1.83035], [-4.44043, -3.33350, -1.32929], [-3.00689, -1.30030, -3.15166], [-2.74269, -1.61923, 0.65415], [-4.69391, 0.29275, 0.68128], [-6.32139, -0.61385, 0.86771], [-4.43126, 1.55918, 2.01140], [-4.44256, 1.01173, -1.02308], [-2.04767, -3.77908, 2.07905], [-3.64199, -4.64132, 2.55868], [-1.01144, -4.82183, 0.92254], [-1.03327, -3.28376, 3.57292], [-1.59645, -4.05445, -3.36798], [-2.08561, -4.96398, -1.93577], [-0.63825, -3.94250, -1.91158], [-4.84677, -3.85956, -2.19640], [-5.17872, -2.59344, -1.03053], [-4.35091, -4.06975, -0.52941], [-2.78922, -1.75327, -4.11791], [-2.36532, -0.42891, -3.04352], [-4.04009, -0.95924, -3.16583], [-6.36731, -1.21216, 1.77705], [-6.54838, -1.25315, 0.01780], [-7.11566, 0.13338, 0.92836], [-4.43800, 1.16566, 3.02449], [-5.27266, 2.25029, 1.90272], [-3.52751, 2.14214, 1.83385], [-5.11452, 0.55715, -1.74862], [-3.41948, 0.91982, -1.38365], [-4.64947, 2.08204, -0.97522], [-4.09788, -5.15062, 1.71107], [-4.38066, -3.96377, 2.98616], [-3.41960, -5.39849, 3.31311], [-1.62755, -5.51936, 0.35858], [-0.30558, -5.40563, 1.51487], [-0.42954, -4.22442, 0.22527], [-1.65316, -3.13760, 4.45462], [-0.45075, -2.37696, 3.41911], [-0.33547, -4.09803, 3.77682], [-0.54835, 3.30538, -1.85004], [-1.89067, 3.65172, -0.65419], [-2.74994, 3.81796, 0.10064]]}